Density functional theory data (the ωB97M-V functional and the def2-TZVPD basis) for an isolated molecule of C6H8FNO2.

For the energy above the lowest of the compared OMol25 structures with the same formula, charge and spin, the calculation gives 75.6 kcal/mol. The energy is -538.41401 Eh. The largest force on an atom comes out at 4.364 eV/A. The highest occupied orbital energy (spin up / spin down) comes out at -7.798 / -7.573 eV. Its gap between HOMO and LUMO (spin up / spin down) is 7.46 / 7.26 eV.

```
! RIJCOSX wB97M-V def2-TZVPD def2/J DEFGRID3
* xyz 0 1
C 2.652 1.192 -1.611
C 1.362 0.806 -1.420
C -2.139 0.267 0.805
C -0.480 -0.846 -0.567
C 0.944 -0.449 -1.006
C -0.978 -0.435 0.770
N -0.340 -0.904 1.858
O -2.613 0.298 2.048
O -2.807 0.570 -0.180
F 1.856 -1.293 -0.412
H 2.913 2.230 -1.899
H 3.436 0.503 -1.428
H 0.650 1.579 -1.770
H -1.155 -0.388 -1.221
H -0.291 -1.898 -0.472
H -0.033 -0.363 2.713
H 0.463 -1.600 1.628
H -3.440 0.731 2.166
*
```